[1]
Formula: C8H12
Source: the Open Molecules 2025 dataset
Level of theory: ωB97M-V/def2-TZVPD

The geometry in XYZ format:
```
20
C8H12 (ωB97M-V/def2-TZVPD)
C -1.0173 0.3711 -1.7894
C 0.1705 -0.0825 -0.9827
C 1.2173 -0.8095 -1.2712
C 2.0733 -0.9060 -0.0372
C 1.4628 -0.3028 1.0606
C 0.1540 0.0683 0.5235
C -1.1497 -0.7943 0.8580
C 0.0148 1.4703 1.1919
H -2.2402 0.4218 -1.0094
H -1.3180 -0.4095 -2.8937
H -0.7472 1.5473 -2.0950
H 1.4070 -1.0336 -2.4120
H 3.0516 -1.4866 0.0554
H 1.5680 -0.1023 2.2416
H -0.9934 -1.5658 1.9218
H -2.0806 -0.0865 0.6990
H -1.2387 -1.7324 -0.0380
H -0.3105 1.2951 2.1998
H 0.8645 2.2093 1.0852
H -0.8883 1.9286 0.6916
```

Properties
* frontier orbital gap: 9.04 eV
* relative energy (zero: lowest compared OMol25 entry of this formula, charge and spin): 5.461 eV
* max |F|: 5.0 eV/A
* E_HOMO: -8.2592 eV
* energy: -311.78573 a.u.

***

[2]
Formula: C8H12
Source: the Open Molecules 2025 dataset
Level of theory: ωB97M-V/def2-TZVPD

The geometry in XYZ format:
```
20
C8H12 (ωB97M-V/def2-TZVPD)
C -0.4574 -0.4305 3.1257
C -0.5312 -0.4306 1.6294
C 0.3425 -1.2768 0.8650
C 0.1922 -0.4272 -1.4248
C 0.1340 -0.0840 -0.0096
C 0.5453 1.3619 0.2955
C -0.4457 0.2402 -3.7098
C -0.4459 0.4129 -2.3399
H -0.5214 0.5837 3.5199
H -1.2608 -0.9551 3.6456
H 0.4716 -0.9946 3.3369
H -0.1827 -2.2022 0.6134
H 1.4510 -1.4260 0.9677
H 0.4170 -1.4875 -1.4633
H 1.0558 1.7753 -0.5818
H 1.0722 1.4227 1.2557
H -0.3192 1.9497 0.6160
H -1.1163 0.8286 -4.3292
H 0.4797 -0.1760 -4.0979
H -0.8807 1.3155 -1.9147
```

Properties
* frontier orbital gap: 6.04 eV
* relative energy (zero: lowest compared OMol25 entry of this formula, charge and spin): 7.218 eV
* max |F|: 5.2 eV/A
* E_HOMO: -6.6554 eV
* energy: -311.72113 a.u.

***

[3]
Formula: C8H12
Source: the Open Molecules 2025 dataset
Level of theory: ωB97M-V/def2-TZVPD

The geometry in XYZ format:
```
20
C8H12 (ωB97M-V/def2-TZVPD)
C -0.9784 -0.3196 -3.8746
C -0.9836 0.2459 -2.6809
C -0.4753 -0.4082 -1.4786
C -0.0414 0.2116 -0.3878
C 0.4530 -0.4599 0.8194
C 1.5644 -1.1787 0.9057
C -0.2358 -0.0252 2.1079
C 0.4846 1.2121 2.6826
H -1.5003 0.0674 -4.7488
H -0.5997 -1.3203 -4.0761
H -1.3588 1.2525 -2.5546
H -0.4833 -1.4984 -1.4617
H -0.1446 1.2951 -0.3490
H 2.1818 -1.4436 0.0558
H 1.8397 -1.6301 1.8542
H -0.2118 -0.8442 2.8192
H -1.2945 0.1933 1.9770
H -0.1946 1.7151 3.3773
H 0.5349 1.9485 1.8778
H 1.4438 0.9866 3.1353
```

Properties
* frontier orbital gap: 9.67 eV
* relative energy (zero: lowest compared OMol25 entry of this formula, charge and spin): 0.885 eV
* SMILES: C=C/C=C/C(=C)CC
* max |F|: 1.6 eV/A
* E_HOMO: -8.6510 eV
* energy: -311.95387 a.u.